[1]
{"formula": "C24H64AsF6O24S8", "method": "ωB97M-V/def2-TZVPD", "total_charge": -1, "e_tot_ev": -238894.9429, "homo_lumo_gap_ev": 10.771, "relative_energy_kcal_mol": 26.9, "homo_energy_ev": -8.95, "species": ["As", "F", "F", "F", "F", "F", "F", "O", "S", "O", "O", "C", "C", "C", "H", "H", "H", "H", "H", "H", "H", "H", "O", "S", "O", "O", "C", "C", "C", "H", "H", "H", "H", "H", "H", "H", "H", "O", "S", "O", "O", "C", "C", "C", "H", "H", "H", "H", "H", "H", "H", "H", "O", "S", "O", "O", "C", "C", "C", "H", "H", "H", "H", "H", "H", "H", "H", "O", "S", "O", "O", "C", "C", "C", "H", "H", "H", "H", "H", "H", "H", "H", "O", "S", "O", "O", "C", "C", "C", "H", "H", "H", "H", "H", "H", "H", "H", "O", "S", "O", "O", "C", "C", "C", "H", "H", "H", "H", "H", "H", "H", "H", "O", "S", "O", "O", "C", "C", "C", "H", "H", "H", "H", "H", "H", "H", "H"], "coordinates": [[-1.060, 0.235, -0.143], [-2.199, -0.641, 0.805], [0.053, 0.376, 1.187], [0.141, 1.050, -1.130], [-2.178, 0.218, -1.471], [-1.656, 1.768, 0.390], [-0.396, -1.255, -0.741], [2.845, -3.070, 3.782], [3.577, -2.670, 2.634], [4.586, -1.668, 2.748], [4.239, -3.977, 2.058], [5.028, -3.839, 0.831], [5.642, -5.185, 0.550], [2.332, -2.369, 1.419], [5.778, -3.079, 1.026], [4.301, -3.640, 0.044], [6.268, -5.131, -0.339], [4.919, -5.997, 0.519], [6.319, -5.442, 1.373], [1.542, -1.693, 1.733], [1.896, -3.351, 1.218], [2.704, -2.126, 0.422], [4.688, -0.470, -0.253], [4.665, 0.839, 0.286], [5.284, 1.158, 1.543], [5.235, 1.890, -0.777], [6.118, 2.921, -0.295], [7.546, 2.414, -0.116], [3.013, 1.478, 0.424], [5.791, 3.371, 0.641], [6.070, 3.666, -1.088], [7.649, 1.967, 0.869], [8.226, 3.266, -0.186], [7.812, 1.715, -0.907], [2.628, 1.296, 1.419], [2.508, 1.054, -0.444], [3.023, 2.555, 0.273], [-3.752, -0.511, 5.378], [-3.992, 0.367, 4.287], [-2.908, 0.831, 3.491], [-5.053, -0.301, 3.309], [-4.737, -1.627, 2.837], [-5.787, -2.084, 1.842], [-4.969, 1.761, 4.730], [-4.711, -2.282, 3.716], [-3.716, -1.743, 2.459], [-6.738, -1.963, 2.360], [-5.490, -3.037, 1.418], [-5.824, -1.336, 1.052], [-5.427, 2.164, 3.830], [-4.265, 2.442, 5.204], [-5.753, 1.482, 5.430], [2.157, -3.287, -4.409], [3.097, -2.426, -3.790], [3.896, -2.893, -2.700], [4.028, -1.852, -4.942], [5.466, -1.945, -4.742], [5.956, -0.684, -4.040], [2.235, -0.985, -3.334], [5.868, -1.897, -5.752], [5.710, -2.868, -4.231], [6.941, -0.845, -3.592], [5.330, -0.478, -3.170], [6.034, 0.150, -4.731], [2.767, -0.242, -2.733], [1.388, -1.258, -2.702], [1.892, -0.376, -4.169], [-6.740, 2.749, 1.620], [-6.963, 1.638, 0.747], [-7.764, 0.534, 1.137], [-7.651, 2.182, -0.580], [-6.968, 3.145, -1.392], [-7.013, 2.692, -2.833], [-5.423, 1.010, 0.129], [-5.938, 3.371, -1.120], [-7.542, 4.069, -1.286], [-6.688, 3.415, -3.576], [-8.066, 2.518, -3.090], [-6.544, 1.716, -2.969], [-4.819, 0.653, 0.960], [-4.898, 1.881, -0.260], [-5.601, 0.312, -0.681], [-0.568, 3.154, -5.216], [-0.371, 4.202, -4.263], [-0.085, 5.529, -4.697], [-1.635, 4.304, -3.316], [-2.457, 3.136, -3.148], [-3.533, 3.031, -4.152], [0.824, 3.635, -3.110], [-2.846, 3.197, -2.130], [-1.857, 2.225, -3.075], [-3.131, 3.000, -5.170], [-4.278, 3.811, -4.023], [-3.960, 2.023, -4.195], [0.411, 2.774, -2.580], [1.042, 4.402, -2.370], [1.740, 3.300, -3.590], [-3.832, -4.119, -3.091], [-4.288, -3.883, -1.762], [-5.654, -4.101, -1.432], [-3.460, -4.750, -0.712], [-2.060, -4.952, -1.003], [-1.256, -4.779, 0.265], [-3.843, -2.269, -1.201], [-1.737, -4.232, -1.759], [-1.858, -5.916, -1.474], [-1.147, -3.722, 0.525], [-0.231, -5.104, 0.077], [-1.718, -5.302, 1.099], [-2.807, -2.158, -1.528], [-3.754, -2.235, -0.120], [-4.500, -1.532, -1.645], [4.790, 2.972, 5.706], [3.613, 2.180, 5.703], [2.760, 2.197, 6.851], [2.765, 2.618, 4.460], [1.670, 1.758, 4.078], [0.570, 2.499, 3.379], [4.038, 0.498, 5.358], [1.340, 1.224, 4.974], [2.030, 0.949, 3.429], [0.098, 3.247, 4.018], [-0.150, 1.748, 3.064], [0.936, 3.062, 2.519], [4.881, 0.250, 5.998], [4.422, 0.403, 4.341], [3.126, -0.071, 5.503]]}

***

[2]
{"formula": "C24H64B3F12N4O8", "method": "ωB97M-V/def2-TZVPD", "multiplicity": 2, "e_tot_ev": -82909.5822, "homo_lumo_gap_ev": [1.485, 7.991], "homo_energy_ev": [-2.65, -9.16], "s2": 0.7504, "species": ["C", "O", "C", "C", "N", "H", "H", "C", "C", "O", "C", "H", "H", "H", "H", "H", "H", "H", "H", "H", "H", "H", "H", "H", "H", "C", "O", "C", "C", "N", "H", "H", "C", "C", "O", "C", "H", "H", "H", "H", "H", "H", "H", "H", "H", "H", "H", "H", "H", "H", "C", "O", "C", "C", "N", "H", "H", "C", "C", "O", "C", "H", "H", "H", "H", "H", "H", "H", "H", "H", "H", "H", "H", "H", "H", "C", "O", "C", "C", "N", "H", "H", "C", "C", "O", "C", "H", "H", "H", "H", "H", "H", "H", "H", "H", "H", "H", "H", "H", "H", "B", "F", "F", "F", "F", "B", "F", "F", "F", "F", "B", "F", "F", "F", "F"], "coordinates": [[-8.939, 7.566, -2.236], [-8.021, 6.555, -1.853], [-8.593, 5.273, -1.663], [-7.455, 4.269, -1.232], [-6.001, 4.845, -1.311], [-6.014, 5.530, -2.053], [-5.859, 5.263, -0.403], [-4.963, 3.815, -1.626], [-4.895, 2.539, -0.700], [-4.864, 2.761, 0.704], [-3.565, 2.290, 1.286], [-8.578, 8.576, -2.430], [-9.521, 7.752, -1.333], [-9.688, 7.270, -2.971], [-9.036, 4.856, -2.567], [-9.432, 5.211, -0.969], [-7.564, 3.418, -1.904], [-7.544, 3.862, -0.225], [-3.984, 4.288, -1.545], [-5.193, 3.516, -2.649], [-4.054, 1.998, -1.135], [-5.726, 1.865, -0.907], [-3.436, 2.428, 2.359], [-2.726, 2.838, 0.857], [-3.390, 1.228, 1.115], [2.649, -2.309, -4.408], [1.324, -2.126, -4.684], [0.943, -0.718, -4.941], [-0.563, -0.698, -5.290], [-0.821, -1.491, -6.544], [-0.144, -1.183, -7.226], [-0.556, -2.456, -6.415], [-2.195, -1.408, -7.114], [-2.934, -0.047, -6.888], [-2.123, 1.052, -7.167], [-2.839, 2.216, -7.410], [3.303, -1.451, -4.567], [3.020, -3.260, -4.788], [2.585, -2.352, -3.320], [1.599, -0.227, -5.660], [1.113, -0.025, -4.118], [-0.882, 0.337, -5.408], [-1.155, -1.151, -4.495], [-2.772, -2.180, -6.605], [-1.986, -1.663, -8.152], [-3.216, 0.078, -5.842], [-3.917, -0.038, -7.359], [-2.081, 2.971, -7.621], [-3.405, 2.501, -6.523], [-3.449, 1.990, -8.285], [-0.345, -0.229, 2.577], [0.055, -1.551, 2.415], [1.437, -1.686, 2.705], [2.015, -3.120, 2.621], [1.400, -3.867, 1.405], [1.534, -4.853, 1.582], [0.406, -3.689, 1.433], [1.858, -3.531, 0.007], [0.786, -2.601, -0.499], [-0.490, -3.140, -0.679], [-1.631, -2.246, -0.776], [-0.506, -0.003, 3.631], [-1.354, -0.100, 2.187], [0.362, 0.521, 2.221], [1.478, -1.294, 3.721], [2.084, -1.017, 2.139], [2.060, -3.739, 3.517], [3.045, -3.015, 2.281], [1.874, -4.486, -0.518], [2.884, -3.184, -0.114], [1.090, -2.244, -1.483], [0.917, -1.637, -0.007], [-1.977, -2.098, 0.247], [-2.446, -2.576, -1.420], [-1.210, -1.373, -1.276], [9.142, -0.932, 6.899], [8.520, 0.195, 6.351], [7.592, 0.867, 7.138], [6.515, 1.693, 6.385], [6.111, 1.125, 5.087], [5.684, 1.799, 4.467], [7.019, 0.988, 4.666], [5.315, -0.182, 4.999], [3.978, -0.175, 5.847], [3.213, 1.024, 5.583], [2.226, 1.306, 6.540], [9.673, -1.544, 6.170], [8.430, -1.704, 7.191], [9.872, -0.777, 7.693], [8.210, 1.461, 7.811], [6.948, 0.215, 7.729], [6.868, 2.713, 6.233], [5.632, 1.747, 7.022], [5.981, -1.003, 5.262], [4.998, -0.255, 3.959], [4.333, -0.372, 6.859], [3.429, -1.112, 5.747], [2.528, 1.062, 7.558], [1.267, 0.802, 6.425], [1.973, 2.357, 6.675], [-1.966, 1.713, -2.857], [-1.696, 1.912, -1.494], [-0.862, 1.798, -3.615], [-2.598, 0.443, -2.878], [-3.054, 2.502, -3.348], [0.686, -6.721, 2.855], [1.830, -6.567, 2.083], [0.868, -7.934, 3.399], [0.547, -5.873, 3.925], [-0.485, -6.839, 2.120], [4.691, -5.052, -1.588], [5.211, -4.076, -0.767], [5.794, -5.529, -2.321], [3.929, -5.906, -0.872], [3.862, -4.584, -2.637]]}

***

[3]
{"formula": "C24H64BF4FeO24S8", "method": "ωB97M-V/def2-TZVPD", "total_charge": 1, "multiplicity": 5, "e_tot_ev": -207679.0793, "homo_lumo_gap_ev": [9.532, 9.085], "relative_energy_kcal_mol": 0.0, "homo_energy_ev": [-12.27, -12.27], "s2": 6.0059, "species": ["Fe", "B", "F", "F", "F", "F", "O", "S", "O", "O", "C", "C", "C", "H", "H", "H", "H", "H", "H", "H", "H", "O", "S", "O", "O", "C", "C", "C", "H", "H", "H", "H", "H", "H", "H", "H", "O", "S", "O", "O", "C", "C", "C", "H", "H", "H", "H", "H", "H", "H", "H", "O", "S", "O", "O", "C", "C", "C", "H", "H", "H", "H", "H", "H", "H", "H", "O", "S", "O", "O", "C", "C", "C", "H", "H", "H", "H", "H", "H", "H", "H", "O", "S", "O", "O", "C", "C", "C", "H", "H", "H", "H", "H", "H", "H", "H", "O", "S", "O", "O", "C", "C", "C", "H", "H", "H", "H", "H", "H", "H", "H", "O", "S", "O", "O", "C", "C", "C", "H", "H", "H", "H", "H", "H", "H", "H"], "coordinates": [[-0.536, 1.778, 1.624], [0.869, 0.140, -0.453], [1.195, 0.736, -1.663], [-0.549, -0.005, -0.402], [1.386, -1.157, -0.311], [1.195, 0.958, 0.635], [-3.451, -1.240, 0.623], [-3.572, -0.057, 1.393], [-2.464, 0.891, 1.476], [-4.836, 0.752, 0.743], [-5.036, 2.104, 1.173], [-6.210, 2.716, 0.432], [-4.219, -0.380, 3.032], [-4.116, 2.679, 1.034], [-5.223, 2.135, 2.252], [-6.444, 3.625, 0.986], [-7.037, 2.018, 0.340], [-5.907, 3.058, -0.558], [-5.084, -1.016, 2.857], [-4.414, 0.540, 3.575], [-3.490, -0.955, 3.605], [4.545, -0.888, -3.462], [5.790, -0.319, -2.993], [6.900, 0.002, -3.836], [5.414, 1.038, -2.149], [4.465, 0.869, -1.080], [4.240, 2.328, -0.644], [6.460, -1.324, -1.599], [5.016, 0.393, -0.263], [3.555, 0.306, -1.270], [3.511, 2.391, 0.170], [3.641, 2.813, -1.423], [5.173, 2.852, -0.481], [6.972, -0.687, -0.885], [7.150, -2.022, -2.068], [5.660, -1.887, -1.125], [0.410, 3.638, 1.470], [0.839, 5.019, 1.485], [1.839, 5.507, 2.400], [1.272, 5.348, -0.045], [2.255, 6.391, -0.239], [3.662, 5.841, -0.017], [-0.631, 6.024, 1.649], [1.996, 7.301, 0.306], [2.155, 6.692, -1.283], [4.417, 6.623, -0.079], [3.850, 5.155, -0.844], [3.741, 5.286, 0.911], [-0.315, 7.063, 1.725], [-1.174, 5.694, 2.531], [-1.252, 5.939, 0.758], [-1.959, 4.794, -1.189], [-1.544, 3.434, -1.387], [-1.299, 2.641, -0.175], [-2.598, 2.607, -2.291], [-2.606, 1.156, -2.222], [-3.897, 0.702, -2.839], [-0.089, 3.425, -2.500], [-2.647, 0.900, -1.167], [-1.723, 0.713, -2.677], [-4.784, 1.186, -2.421], [-4.123, -0.357, -2.695], [-4.004, 0.859, -3.915], [0.787, 3.823, -1.994], [-0.383, 4.171, -3.237], [0.052, 2.415, -2.864], [3.719, 2.456, 3.288], [2.500, 2.017, 3.901], [1.349, 1.656, 3.101], [2.870, 0.764, 4.883], [1.869, 0.253, 5.759], [2.264, -1.100, 6.287], [2.044, 3.260, 5.113], [0.960, 0.058, 5.175], [1.637, 0.968, 6.548], [2.250, -1.881, 5.529], [1.688, -1.573, 7.084], [3.266, -0.963, 6.708], [2.958, 3.442, 5.672], [1.308, 2.865, 5.817], [1.536, 4.137, 4.720], [-2.582, -5.942, 1.730], [-2.552, -5.975, 0.292], [-3.775, -5.869, -0.422], [-1.540, -4.821, -0.235], [-1.679, -4.369, -1.595], [-1.286, -2.917, -1.683], [-1.644, -7.449, -0.233], [-2.733, -4.414, -1.879], [-1.155, -4.998, -2.315], [-1.619, -2.396, -2.576], [-0.203, -2.858, -1.544], [-1.721, -2.307, -0.887], [-1.658, -7.383, -1.322], [-2.156, -8.337, 0.120], [-0.608, -7.345, 0.076], [-1.162, -1.509, -4.810], [0.071, -2.263, -4.811], [0.030, -3.644, -4.384], [0.768, -2.139, -6.262], [0.349, -3.084, -7.237], [1.311, -3.142, -8.412], [1.290, -1.420, -3.799], [-0.610, -2.843, -7.706], [0.297, -4.087, -6.813], [1.077, -3.979, -9.069], [2.339, -3.307, -8.073], [1.397, -2.252, -9.038], [2.278, -1.831, -3.984], [0.916, -1.537, -2.786], [1.321, -0.359, -4.038], [-0.405, -0.486, 2.234], [-0.228, -1.828, 2.769], [0.977, -2.190, 3.476], [-1.504, -2.158, 3.741], [-1.530, -3.489, 4.305], [-2.969, -3.979, 4.275], [-0.451, -3.029, 1.425], [-1.160, -3.414, 5.326], [-0.928, -4.227, 3.780], [-3.652, -3.280, 4.762], [-3.082, -4.921, 4.812], [-3.316, -4.151, 3.255], [-0.318, -4.058, 1.737], [0.259, -2.742, 0.653], [-1.474, -2.806, 1.119]]}

***

[4]
{"formula": "C24H64ClN5O4", "method": "ωB97M-V/def2-TZVPD", "e_tot_ev": -54076.4352, "homo_lumo_gap_ev": 5.268, "homo_energy_ev": -7.40, "species": ["N", "H", "H", "H", "H", "Cl", "O", "O", "O", "O", "C", "C", "N", "C", "C", "C", "C", "H", "H", "H", "H", "H", "H", "H", "H", "H", "H", "H", "H", "H", "H", "H", "C", "C", "N", "C", "C", "C", "C", "H", "H", "H", "H", "H", "H", "H", "H", "H", "H", "H", "H", "H", "H", "H", "C", "C", "N", "C", "C", "C", "C", "H", "H", "H", "H", "H", "H", "H", "H", "H", "H", "H", "H", "H", "H", "H", "C", "C", "N", "C", "C", "C", "C", "H", "H", "H", "H", "H", "H", "H", "H", "H", "H", "H", "H", "H", "H", "H"], "coordinates": [[-0.170, -1.170, -2.586], [-0.680, -0.338, -2.326], [0.578, -1.058, -3.255], [-0.785, -1.903, -2.911], [0.238, -1.475, -1.714], [1.164, -3.992, 3.182], [-0.097, -3.528, 2.726], [2.106, -3.502, 2.213], [1.557, -3.383, 4.433], [1.135, -5.416, 3.302], [-3.318, -3.480, -6.790], [-3.097, -4.834, -6.103], [-3.337, -4.731, -4.654], [-4.761, -4.458, -4.346], [-5.031, -4.359, -2.810], [-2.976, -6.090, -4.109], [-1.490, -6.376, -4.040], [-4.375, -3.216, -6.758], [-2.997, -3.541, -7.830], [-2.775, -2.737, -6.205], [-3.774, -5.525, -6.604], [-2.068, -5.133, -6.303], [-5.157, -3.519, -4.732], [-5.341, -5.294, -4.736], [-4.575, -3.461, -2.393], [-6.114, -4.319, -2.697], [-4.774, -5.183, -2.145], [-3.525, -6.895, -4.596], [-3.246, -6.075, -3.053], [-0.942, -6.399, -4.981], [-1.377, -7.341, -3.544], [-1.065, -5.637, -3.361], [3.205, 3.356, 10.505], [2.119, 2.349, 10.235], [0.793, 2.943, 10.391], [-0.235, 1.818, 10.377], [-0.075, 0.807, 11.495], [0.507, 3.938, 9.340], [-0.626, 4.852, 9.803], [3.031, 3.906, 11.430], [3.345, 4.100, 9.721], [4.173, 2.858, 10.555], [2.311, 1.890, 9.265], [2.297, 1.550, 10.956], [-1.231, 2.257, 10.334], [-0.046, 1.320, 9.426], [-0.928, 0.151, 11.322], [0.810, 0.172, 11.530], [-0.034, 1.207, 12.509], [0.331, 3.433, 8.390], [1.354, 4.602, 9.166], [-0.357, 5.431, 10.687], [-1.493, 4.283, 10.138], [-0.938, 5.589, 9.063], [6.749, -0.535, -4.767], [5.254, -0.895, -4.646], [4.335, -0.476, -5.747], [4.284, 1.011, -5.784], [3.134, 1.573, -6.622], [4.720, -1.015, -7.043], [4.887, -2.541, -7.139], [6.950, 0.536, -4.740], [7.192, -0.961, -5.667], [7.390, -0.957, -3.993], [5.276, -1.985, -4.673], [4.784, -0.664, -3.690], [4.224, 1.361, -4.754], [5.196, 1.465, -6.172], [3.065, 2.659, -6.557], [3.296, 1.345, -7.676], [2.229, 1.085, -6.262], [5.574, -0.535, -7.520], [3.817, -0.837, -7.626], [5.906, -2.736, -6.806], [4.812, -2.946, -8.148], [4.177, -3.097, -6.526], [-4.157, 2.938, -1.550], [-3.210, 3.977, -1.109], [-2.259, 3.349, -0.154], [-1.123, 4.269, -0.023], [0.076, 3.728, 0.793], [-2.836, 2.983, 1.180], [-3.571, 4.077, 1.965], [-4.582, 2.330, -0.752], [-3.652, 2.269, -2.248], [-4.961, 3.450, -2.079], [-2.644, 4.329, -1.971], [-3.658, 4.813, -0.572], [-0.738, 4.575, -0.996], [-1.410, 5.145, 0.559], [0.617, 2.974, 0.221], [0.766, 4.500, 1.134], [-0.287, 3.234, 1.694], [-2.112, 2.573, 1.884], [-3.511, 2.133, 1.083], [-2.897, 4.895, 2.218], [-3.906, 3.690, 2.927], [-4.440, 4.468, 1.435]]}